Record 1
ORCA calculation (ωB97M-V/def2-TZVPD) on C18H45BaBr4N3O9V2 as an isolated structure.

```
! wB97M-V def2-TZVPD RIJCOSX def2/J DEFGRID3
* xyz 2 1
O -30.82199 -26.97605 25.46066
V -29.62967 -27.52852 26.34367
O -28.87115 -26.19639 26.86881
O -31.82103 -31.07638 22.06223
V -30.39941 -31.58322 22.55586
O -29.76343 -32.44093 21.41328
Ba -27.60352 -30.64436 25.15233
O -28.24430 -27.95222 24.73632
C -28.13920 -27.72916 23.32073
C -29.02014 -28.69978 22.45602
O -28.78439 -30.08144 22.54487
H -27.08728 -27.90135 23.05807
H -28.32830 -26.67495 23.11002
H -28.88854 -28.23987 21.46654
H -30.05038 -28.43096 22.72396
Br -32.67871 -24.87627 22.68529
C -30.81382 -24.43976 22.22476
C -30.44620 -25.08003 20.90849
Br -28.53646 -24.88615 20.42489
H -30.20718 -24.76735 23.06149
H -30.84938 -23.36040 22.13364
H -31.10122 -24.70237 20.12345
H -30.63904 -26.15042 20.84858
Br -23.04828 -25.73200 26.05500
C -24.33559 -24.49471 25.23530
C -25.09228 -25.17089 24.12545
Br -26.07170 -23.82419 23.14913
H -23.69655 -23.75771 24.75698
H -24.95680 -24.01731 25.98604
H -25.75722 -26.00346 24.35969
H -24.34006 -25.66278 23.50091
C -24.94513 -30.56785 18.52166
C -25.64351 -29.42963 19.27830
C -25.83531 -28.12605 18.49894
O -24.65477 -27.71186 17.83918
C -23.61670 -27.26166 18.71948
N -26.97751 -29.86047 19.73016
H -25.59881 -31.12860 17.85194
H -24.48636 -31.29166 19.19240
H -24.22940 -30.04066 17.88498
H -25.02835 -29.28046 20.17994
H -26.19625 -27.25769 19.06148
H -26.56018 -28.38221 17.72555
H -22.79076 -26.93958 18.09650
H -23.36565 -28.09192 19.38808
H -24.05173 -26.44094 19.30851
H -26.97941 -30.73310 20.24303
H -27.31435 -29.22117 20.44929
C -26.66818 -35.67782 25.76794
C -26.39579 -34.20315 25.50542
C -26.46380 -33.95357 23.99042
O -26.39954 -32.57985 23.61849
C -26.44805 -32.36966 22.20592
N -27.27782 -33.28691 26.25685
H -25.87626 -36.35827 25.45785
H -27.58015 -36.03500 25.27839
H -26.82168 -35.86071 26.83486
H -25.37577 -34.02139 25.85430
H -27.27484 -34.53906 23.54271
H -25.51993 -34.35988 23.60543
H -27.44344 -32.57440 21.81150
H -25.78991 -33.07899 21.69211
H -26.08301 -31.37910 21.95389
H -28.23911 -33.55850 26.04271
H -27.05846 -33.51748 27.22362
C -23.53654 -29.32961 27.82024
C -24.52588 -29.54473 26.69593
C -23.89738 -30.13848 25.45951
O -24.83314 -30.05891 24.36582
C -24.42395 -29.11036 23.37075
N -25.61284 -30.44734 27.16010
H -23.92329 -28.96102 28.76990
H -22.72350 -28.65409 27.53888
H -22.98966 -30.24977 28.06694
H -24.97426 -28.56732 26.49239
H -23.59287 -31.18384 25.54472
H -23.00001 -29.57365 25.19930
H -23.54413 -29.50747 22.86542
H -24.21056 -28.12974 23.80115
H -25.22819 -28.98273 22.64746
H -26.08024 -30.09050 27.99508
H -25.15711 -31.26751 27.56448
*
```

ΔE to the lowest compared entry with this formula, charge and spin = 112.70 kJ/mol
HOMO level = -13.0 eV
Gap between HOMO and LUMO = 0.1582 Ha
LUMO energy = -8.7 eV

---

Record 2
ORCA calculation (ωB97M-V/def2-TZVPD) on C18H45F12MnN3O6P2 as an isolated structure.

```
! wB97M-V def2-TZVPD RIJCOSX def2/J DEFGRID3
* xyz 0 6
Mn -8.10980 7.51022 -4.20270
P -11.28096 7.08269 -8.92366
F -12.10236 7.93955 -10.06948
F -12.09118 7.67877 -7.61096
F -12.37935 5.86416 -8.92126
F -10.43229 6.38835 -7.76430
F -10.29912 6.25522 -9.96707
F -10.17084 8.31246 -8.74239
P -5.16317 8.13758 -6.38593
F -3.81325 8.54463 -7.16782
F -4.27205 8.51387 -5.04404
F -5.69398 9.70106 -6.51103
F -6.47969 7.80216 -5.54778
F -5.95564 7.83096 -7.75116
F -4.64385 6.53728 -6.21955
C -9.91129 5.51713 -2.44830
O -9.81248 6.55310 -3.42239
C -10.92752 6.88753 -4.21581
C -10.70305 8.27139 -4.96183
N -9.36659 8.22042 -5.64703
C -9.10011 9.57262 -6.10173
C -8.57911 10.48707 -4.95711
O -7.60767 9.84083 -4.09124
C -6.42204 10.72030 -3.95034
H -10.95838 5.21886 -2.39614
H -9.78590 5.96506 -1.46253
H -9.17591 4.71257 -2.45000
H -11.83781 6.88898 -3.61624
H -10.99222 6.08600 -4.95165
H -10.83838 9.05889 -4.22046
H -11.50706 8.51330 -5.65691
H -9.63233 7.75296 -6.50199
H -9.97647 9.97735 -6.60797
H -8.33317 9.40390 -6.85765
H -9.46501 10.72175 -4.36702
H -8.27326 11.45859 -5.34530
H -6.30957 11.22247 -2.98947
H -6.40587 11.56711 -4.63645
H -5.47160 10.21354 -4.11755
C -9.51904 9.62125 -1.61864
O -8.58001 8.62716 -1.98853
C -7.44047 8.67643 -1.13346
C -6.38708 7.71033 -1.61707
N -6.76659 6.74714 -2.65194
C -5.72281 5.76351 -3.23160
C -6.54169 4.83226 -4.12444
O -7.42967 5.59748 -4.90163
C -8.26617 4.69900 -5.65061
H -10.21630 9.82105 -2.43228
H -8.97258 10.56317 -1.66629
H -10.00787 9.29391 -0.70104
H -7.84112 8.15542 -0.26391
H -7.00085 9.66795 -1.02523
H -5.89958 7.16499 -0.80895
H -5.74894 8.46552 -2.07596
H -7.30176 6.09852 -2.09249
H -5.26172 5.17823 -2.43602
H -4.85997 6.28516 -3.64573
H -7.05265 4.08394 -3.51861
H -5.82873 4.21595 -4.67211
H -8.75603 5.18902 -6.49206
H -9.04287 4.32338 -4.98446
H -7.72325 4.03202 -6.32029
C -2.49577 6.46463 0.65790
O -1.88994 7.23818 -0.46859
C -2.88598 7.95485 -1.03730
C -2.16787 8.99591 -1.99395
N -3.10770 9.84102 -2.66151
C -2.32370 10.94187 -3.26458
C -3.11071 11.94074 -4.20270
O -3.72205 13.04523 -3.47935
C -4.58796 13.91978 -4.34546
H -1.60126 6.10100 1.16360
H -3.14076 5.68004 0.26231
H -3.03998 7.03116 1.41352
H -3.62896 8.44621 -0.40909
H -3.46387 7.21966 -1.59734
H -1.60725 8.29795 -2.61576
H -1.40005 9.35022 -1.30618
H -3.52849 9.25991 -3.37238
H -1.40814 10.72094 -3.81327
H -1.93857 11.51496 -2.42117
H -3.81658 11.41249 -4.84363
H -2.40105 12.46479 -4.84290
H -4.21106 14.13801 -5.34467
H -4.86271 14.90885 -3.97892
H -5.57789 13.46701 -4.40155
*
```

ΔE to the lowest compared entry with this formula, charge and spin = 333.62 kJ/mol
HOMO level (alpha / beta) = -9.3 / -9.3 eV
Gap between HOMO and LUMO (alpha / beta) = 0.3151 / 0.3148 Ha
LUMO energy (alpha / beta) = -0.7 / -0.7 eV

---

Record 3
ORCA calculation (ωB97M-V/def2-TZVPD) on a 3-piece molecular cluster, C18H45IN2O5Si overall.

```
! wB97M-V def2-TZVPD RIJCOSX def2/J DEFGRID3
* xyz 0 1
C 1.71107 6.44941 -0.06255
C 2.33106 6.56328 -1.48085
C 3.30078 5.41128 -1.82579
O 4.06624 5.07462 -0.63761
Si 5.05206 3.73340 -1.02709
C 5.08235 2.39110 0.31569
I 3.19604 1.36917 0.59550
C 6.27471 1.42309 0.00305
C 6.35455 0.97161 -1.48361
H 1.11684 5.53338 0.07046
H 1.01369 7.29880 0.04034
H 2.47172 6.52064 0.72549
H 1.52061 6.54019 -2.22944
H 2.86630 7.52231 -1.54096
H 2.77853 4.50141 -2.17321
H 3.97407 5.74248 -2.64016
H 4.67809 3.11654 -2.31419
H 6.44670 4.20915 -1.18631
H 5.31314 2.89391 1.27186
H 7.18591 2.01910 0.20312
H 6.30381 0.57491 0.70295
H 5.37031 0.81146 -1.94703
H 6.84739 -0.01834 -1.48619
H 7.00325 1.61393 -2.09695
C -0.71398 -6.12842 1.94970
O -0.70702 -5.22932 0.85534
C -1.30117 -3.96807 1.15212
C -0.25058 -2.86871 1.15354
N 0.64441 -2.99679 2.30213
C 1.81834 -2.12868 2.23541
C 2.82241 -2.37153 1.10579
O 3.51862 -3.60449 1.20480
C 2.84931 -4.71925 0.64078
H -0.38048 -7.09935 1.58454
H -0.02609 -5.80273 2.73649
H -1.72019 -6.23888 2.36369
H -1.85837 -3.98733 2.09269
H -2.01428 -3.75839 0.34990
H -0.75045 -1.89700 1.19449
H 0.29896 -2.93580 0.20722
H 0.95610 -3.95636 2.36409
H 2.35073 -2.25181 3.18243
H 1.48441 -1.08667 2.19753
H 3.58676 -1.59678 1.18520
H 2.37647 -2.25336 0.11167
H 2.23467 -4.44097 -0.21906
H 2.23638 -5.22453 1.39144
H 3.60565 -5.43044 0.30591
C -3.33587 -0.04628 1.64105
O -3.86306 -1.09193 0.84182
C -5.22131 -1.39953 1.14081
C -6.12720 -1.00813 -0.01680
N -6.22184 0.44494 -0.14026
C -6.87048 0.89376 -1.37051
C -6.17957 0.57369 -2.69879
O -4.94831 1.25039 -2.89058
C -3.81637 0.60923 -2.32774
H -2.26507 0.01315 1.44776
H -3.78465 0.91742 1.38095
H -3.48690 -0.24753 2.70511
H -5.54824 -0.93842 2.07656
H -5.27796 -2.48474 1.26923
H -7.12593 -1.41955 0.15417
H -5.71675 -1.46337 -0.92574
H -5.28929 0.83360 -0.10778
H -6.95813 1.98103 -1.29738
H -7.89065 0.49874 -1.39565
H -6.83704 0.93082 -3.49629
H -6.06177 -0.50287 -2.86448
H -3.91314 -0.47948 -2.33157
H -3.63434 0.96572 -1.31075
H -2.94595 0.87820 -2.92750
*
```

HOMO level = -8.6 eV
Gap between HOMO and LUMO = 0.3280 Ha
Structure (SMILES) = CCCO[SiH2][C@@H](I)CC.COCCNCCOC.COCCNCCOC
LUMO energy = 0.4 eV

---

Strongest force on any atom (computed, hartree/bohr): 0.1292; 0.0800; 0.0412